No. 1
Molecular formula: C6H19N3Si3
Method: DFT, ωB97M-V/def2-TZVPD

Last column: Löwdin charge in e.
CARTESIAN COORDINATES (ANGSTROEM)
1 C 2.41117 1.79665 -0.29205  -0.1580
2 C 1.90111 0.79751 -1.41584  -0.2307
3 C 1.29331 1.89163 0.83158  -0.1713
4 C 0.57601 1.22656 -1.94596  -0.1967
5 C -0.03791 2.32202 0.27533  -0.3495
6 C -0.52115 1.23195 -0.78930  -0.3358
7 N -0.89885 2.68217 1.44510  0.0687
8 N -0.74993 -0.07075 -0.17050  0.0162
9 N -1.08789 -2.59588 0.29166  -0.5890
10 Si -0.62633 -1.50209 -0.92076  0.3865
11 Si -0.10671 -3.01378 1.69592  0.4790
12 Si -2.66606 -3.36444 0.27544  0.4674
13 H 3.35559 1.52122 0.15506  0.0866
14 H 2.72453 2.80108 -0.70765  0.1190
15 H 2.73191 0.57893 -2.10630  0.1064
16 H 1.71308 -0.29816 -1.05289  0.0840
17 H 1.15651 0.87309 1.14914  0.0848
18 H 1.72753 2.40289 1.73742  0.1287
19 H 0.67317 2.27570 -2.35634  0.1248
20 H 0.03927 0.49806 -2.71965  0.1245
21 H 0.03377 3.29384 -0.26071  0.1442
22 H -1.49757 1.52986 -1.12627  0.1351
23 H -1.13015 1.84317 1.91829  0.0555
24 H -1.66131 3.11425 1.08721  0.0170
25 H -0.39453 -1.98466 -2.14230  -0.1026
26 H 0.72744 -1.94598 2.16160  -0.0869
27 H 0.57142 -4.34290 1.30875  -0.0468
28 H -0.95002 -3.21110 2.75340  -0.1129
29 H -2.87372 -3.55280 -1.06324  -0.1069
30 H -2.90501 -4.53620 0.98275  -0.1048
31 H -3.52870 -2.26184 1.00111  -0.0365

Forces on atoms 1 to 3 (eV/Å):
C -1.1 0.1 -0.2
C 1.3 -1.7 1.5
C 2.5 0.0 -0.7

## Properties
charge: 0
strongest force on any atom: 0.1250 hartree/bohr
spin multiplicity: 3
HOMO-LUMO gap (spin up / spin down): 6.3 / 6.9 eV
total energy: -34628.4958 eV
relative energy (zero: lowest compared OMol25 entry of this formula, charge and spin): 162.3 kJ/mol

No. 2
Molecular formula: C6H19N5O3Sn
Method: DFT, ωB97M-V/def2-TZVPD

Last column: Löwdin charge in e.
CARTESIAN COORDINATES (ANGSTROEM)
1 Sn 20.24087 -5.01316 -23.03602  1.0956
2 C 18.43932 -3.55352 -27.55368  -0.0553
3 C 18.49869 -4.17839 -26.13076  -0.4234
4 C 17.57699 -5.37039 -25.81776  -0.1529
5 O 17.72692 -5.68109 -24.41618  -0.3733
6 C 16.92620 -6.74016 -24.04724  -0.1184
7 N 19.85241 -4.62216 -26.14511  0.0064
8 H 18.65162 -4.16198 -28.43276  0.0865
9 H 19.02730 -2.65447 -27.73833  0.0738
10 H 17.40184 -3.26276 -27.71860  0.0739
11 H 18.32825 -3.40247 -25.38444  0.1136
12 H 17.80669 -6.22017 -26.46058  0.1430
13 H 16.58522 -4.95820 -26.00373  0.1311
14 H 15.96395 -6.71997 -24.55887  0.0982
15 H 16.71656 -6.67270 -22.97972  0.1052
16 H 17.46770 -7.62591 -24.37938  0.1052
17 H 20.36067 -3.75618 -26.25402  0.0414
18 H 20.08116 -5.07715 -27.01732  0.0929
19 C 17.07070 -2.54611 -22.98873  -0.8203
20 O 18.23880 -2.84706 -23.08031  -0.1015
21 N 16.12747 -3.38973 -23.19131  0.2102
22 N 16.66053 -1.40688 -22.58885  0.1981
23 H 16.52533 -4.19192 -23.65854  0.0872
24 H 15.20289 -3.01571 -23.35059  0.1307
25 H 15.66536 -1.25599 -22.50549  0.1264
26 H 17.28026 -0.61934 -22.71460  0.1311
27 C 21.25925 -1.87184 -24.92116  -0.8357
28 O 21.50481 -2.56385 -23.91978  -0.1042
29 N 22.05546 -1.82152 -25.87763  0.1919
30 N 20.31512 -1.04850 -25.12478  0.1998
31 H 22.95603 -2.26373 -25.76135  0.1505
32 H 21.88507 -1.15873 -26.62046  0.1351
33 H 19.72011 -0.82986 -24.33848  0.1231
34 H 20.14671 -0.44220 -25.91480  0.1346

Forces on atoms 1 to 3 (eV/Å):
Sn -0.1 0.8 -0.6
C -3.1 0.5 -0.2
C 0.3 -0.4 -2.4

## Properties
charge: +1
strongest force on any atom: 0.1613 hartree/bohr
spin multiplicity: 2
HOMO-LUMO gap (spin up / spin down): 5.9 / 9.2 eV
total energy: -25947.1405 eV
relative energy (zero: lowest compared OMol25 entry of this formula, charge and spin): 87.9 kJ/mol

No. 3
Molecular formula: C6H19NSi2
Method: DFT, ωB97M-V/def2-TZVPD

Last column: Löwdin charge in e.
CARTESIAN COORDINATES (ANGSTROEM)
1 C -0.47640 -2.00458 1.24734  -0.1065
2 C 0.29655 -2.75644 -1.00769  -0.1443
3 C -1.98714 1.51321 1.19364  -0.1075
4 C -0.55448 2.41908 -0.61936  -0.1789
5 C -0.79991 -2.05324 -0.26664  -0.5001
6 C -0.79583 1.20088 0.21636  -0.5454
7 N 1.92342 0.72989 -1.26897  -0.3005
8 Si 2.93697 1.10091 0.00600  0.2943
9 Si -1.03533 -0.31183 -0.85773  1.0736
10 H 0.12869 -1.31504 1.62401  0.0197
11 H -1.40620 -1.78649 1.84571  0.0899
12 H -0.29096 -2.97472 1.69250  0.0839
13 H 1.21061 -2.65867 -0.49654  0.0640
14 H 0.59504 -2.42735 -2.04804  0.0954
15 H 0.10149 -3.77421 -1.09870  0.0551
16 H -2.34047 0.65759 1.78474  0.0589
17 H -1.82220 2.32691 1.87306  0.0668
18 H -2.81403 1.83110 0.52628  0.0787
19 H 0.28594 2.26038 -1.22726  0.0082
20 H -0.35352 3.24348 0.12582  0.1132
21 H -1.30726 2.78295 -1.23124  0.0503
22 H -1.68399 -2.63165 -0.51605  0.1013
23 H 0.19625 1.05229 0.77473  0.0513
24 H 2.31680 -0.00323 -1.86994  -0.0876
25 H 3.61015 2.41919 -0.18636  -0.1023
26 H 2.04597 1.50317 1.15372  -0.1049
27 H 3.60178 -0.04054 0.79368  -0.1009
28 H -1.58193 -0.30301 -2.16309  -0.0254

Forces on atoms 1 to 3 (eV/Å):
C -5.2 -3.1 -0.1
C 1.3 1.2 -2.3
C -0.6 -1.1 -1.3

## Properties
charge: 0
strongest force on any atom: 0.1181 hartree/bohr
HOMO-LUMO gap: 6.3 eV
total energy: -23771.1411 eV
relative energy (zero: lowest compared OMol25 entry of this formula, charge and spin): 714.7 kJ/mol

No. 4
Molecular formula: C6H19O11PPd
Method: DFT, ωB97M-V/def2-TZVPD

Last column: Löwdin charge in e.
CARTESIAN COORDINATES (ANGSTROEM)
1 Pd 12.88216 -3.78801 9.97128  0.9040
2 O 14.41955 -3.71163 11.49035  -0.4549
3 H 14.32952 -3.81602 12.43933  -0.1303
4 P 13.33499 -0.99996 9.42172  -0.1194
5 O 13.00087 -0.19710 8.16664  -0.4987
6 O 14.29634 -2.20190 9.12637  -0.4330
7 O 12.13817 -1.85418 9.94995  -0.4814
8 O 13.92090 -0.24766 10.63920  -0.4965
9 C 10.44292 -4.28642 12.64924  -0.2383
10 C 8.97788 -3.90585 12.51537  -0.2717
11 O 8.70305 -2.62275 13.03484  -0.0606
12 O 11.33673 -3.58877 11.77421  -0.1405
13 H 10.56096 -5.35276 12.42652  0.1069
14 H 10.83213 -4.07544 13.65435  0.1204
15 H 8.40812 -4.68391 13.03661  0.1066
16 H 8.69940 -4.06977 11.46344  0.1179
17 H 9.12633 -1.98926 12.43763  0.0956
18 H 11.22713 -2.63830 11.93840  0.0845
19 C 12.59708 -4.28811 7.11945  -0.2582
20 C 11.31708 -4.98229 7.59160  -0.2263
21 O 10.90949 -4.41188 8.84737  -0.1330
22 O 13.72087 -4.69444 7.88348  -0.1317
23 H 12.40313 -3.21509 7.27549  0.1182
24 H 12.75981 -4.49344 6.04887  0.1103
25 H 11.50448 -6.05264 7.70534  0.1004
26 H 10.54120 -4.87261 6.82878  0.1079
27 H 10.33597 -3.66390 8.63189  0.0964
28 H 14.43725 -4.13508 7.54277  0.0948
29 C 13.14430 -7.20346 9.95323  -0.2583
30 C 14.25398 -8.08489 10.47163  -0.2712
31 O 15.51904 -7.47057 10.34539  -0.0564
32 O 13.01689 -6.01184 10.70563  -0.1151
33 H 12.22825 -7.81116 9.86197  0.1142
34 H 13.36557 -6.91069 8.92744  0.1015
35 H 14.31399 -9.01916 9.90145  0.1078
36 H 14.05787 -8.40713 11.50439  0.1113
37 H 15.71515 -6.92764 11.11532  0.0887
38 H 12.62845 -6.29869 11.54298  0.0880

Forces on atoms 1 to 3 (eV/Å):
Pd 2.0 2.1 1.7
O 0.6 -0.7 -0.2
H -0.6 0.1 0.2

## Properties
charge: -2
strongest force on any atom: 0.0658 hartree/bohr
spin multiplicity: 3
HOMO-LUMO gap (spin up / spin down): 3.8 / 3.7 eV
total energy: -41818.0516 eV
relative energy (zero: lowest compared OMol25 entry of this formula, charge and spin): 83.8 kJ/mol

No. 5
Molecular formula: C6H19O7Tl
Method: DFT, ωB97M-V/def2-TZVPD

Last column: Löwdin charge in e.
CARTESIAN COORDINATES (ANGSTROEM)
1 Tl 1.22406 1.42242 -0.10360  1.4038
2 O 3.01929 2.87117 1.69895  0.0063
3 H 3.10003 2.88807 2.67246  0.0532
4 C -1.99454 2.73583 -1.85372  -0.2131
5 C -1.53147 1.79342 -2.91369  -0.2158
6 O -0.17687 1.42068 -2.73810  -0.1044
7 O -1.86142 2.09399 -0.57669  -0.1115
8 H -3.04797 3.00027 -1.94582  0.1414
9 H -1.59289 3.74785 -1.90457  0.1356
10 H -1.67665 2.46792 -3.75754  0.1450
11 H -2.14229 0.89508 -3.00302  0.1354
12 H 0.00215 0.83600 -3.47817  0.1124
13 H -2.70672 2.12597 -0.12275  0.1045
14 C -1.30808 -1.55280 0.97989  -0.1879
15 C -1.80621 -1.45737 -0.46284  -0.1593
16 O -0.74035 -1.15054 -1.42282  -0.0742
17 O -0.65893 -0.36081 1.38352  -0.1415
18 H -0.57813 -2.32842 1.21159  0.1219
19 H -2.19857 -1.62966 1.60376  0.1418
20 H -2.57254 -0.71494 -0.68562  0.1214
21 H -2.40492 -2.33582 -0.70363  0.1351
22 H -0.89739 -1.72683 -2.17436  0.1008
23 H -0.67996 -0.40423 2.34230  0.0982
24 C 2.71031 -1.83252 0.99020  -0.2069
25 C 2.09932 -1.39879 2.39209  -0.1479
26 O 1.84274 -0.00260 2.48859  -0.1169
27 O 1.97745 -1.45551 -0.09997  -0.0753
28 H 2.95084 -2.89145 1.08456  0.1452
29 H 3.72309 -1.50818 0.75106  0.1454
30 H 2.72942 -1.74114 3.21299  0.1422
31 H 1.18662 -1.97830 2.53086  0.1189
32 H 1.96120 0.28861 3.39565  0.1153
33 H 2.04936 -2.11740 -0.79158  0.1306

Forces on atoms 1 to 3 (eV/Å):
Tl -0.6 -0.6 0.7
O -0.4 -0.3 -1.3
H -0.3 -0.3 0.3

## Properties
charge: +2
strongest force on any atom: 0.0540 hartree/bohr
HOMO-LUMO gap: 3.3 eV
total energy: -25530.9408 eV
relative energy (zero: lowest compared OMol25 entry of this formula, charge and spin): 110.6 kJ/mol

No. 6
Molecular formula: C6H20BrFO11
Method: DFT, ωB97M-V/def2-TZVPD

Last column: Löwdin charge in e.
CARTESIAN COORDINATES (ANGSTROEM)
1 C 1.98674 -3.49009 -1.57716  0.0859
2 C 1.50024 -2.44598 -2.00240  -0.1154
3 C 0.66114 -1.15290 -2.36257  -0.5902
4 Br 0.54152 -0.07180 -0.70213  0.8702
5 O -0.61566 -1.63609 -2.84898  -0.0770
6 C -1.70937 -0.90985 -2.32762  -0.4819
7 O -2.03493 0.19449 -2.70149  0.1255
8 C -2.59295 -1.63294 -1.20784  0.0164
9 C -3.33615 -2.88129 -1.85043  -0.3541
10 O -4.46332 -2.73586 -2.24281  0.1428
11 F -2.64443 -4.11074 -1.95767  0.0429
12 H 2.08132 -4.50633 -1.10151  0.0642
13 H 1.20189 -0.57086 -3.15956  0.0955
14 H -1.97316 -1.91171 -0.29793  0.1254
15 H -3.40633 -0.92941 -0.83777  0.1444
16 O 0.26287 3.08117 -0.23058  -0.1118
17 H -0.31950 3.79383 0.06616  0.0059
18 H -0.30995 2.51861 -0.76602  -0.0243
19 O -1.41089 4.50950 1.80049  -0.0664
20 H -0.99399 3.72666 2.18832  0.0142
21 H -1.54278 5.09860 2.55147  0.0398
22 O -1.29831 2.34725 4.07874  -0.0711
23 H -2.10349 1.84688 4.25671  0.0456
24 H -0.60642 1.84640 4.52754  0.0206
25 O 0.30591 2.88785 5.93795  -0.0724
26 H -0.10088 3.76126 5.93622  0.0507
27 H 1.25298 3.07086 5.87329  0.0254
28 O 1.31914 -1.26427 -5.26529  -0.0599
29 H 0.72968 -2.02801 -5.22226  0.0235
30 H 1.11135 -0.85816 -6.11464  0.0493
31 O 2.33105 -1.86563 1.46421  -0.1007
32 H 2.83697 -2.40625 2.08274  0.0340
33 H 2.46069 -0.96372 1.78154  0.0229
34 O 2.49872 4.16896 7.28051  -0.0533
35 H 2.91368 3.38746 7.66554  0.0499
36 H 2.36802 4.75822 8.03272  0.0494
37 O 0.92075 -3.83068 -6.88270  -0.0528
38 H 1.73720 -4.17614 -7.26244  0.0440
39 H 0.44067 -4.61928 -6.60236  0.0427

Forces on atoms 1 to 3 (eV/Å):
C -1.6 0.6 -0.1
C -0.6 -0.1 0.5
C 2.1 -2.2 -0.2

## Properties
charge: 0
strongest force on any atom: 0.0580 hartree/bohr
HOMO-LUMO gap: 10.2 eV
total energy: -101825.4135 eV
SMILES string: C#C[C@H](Br)OC(=O)CC(=O)F.O.O.O.O.O.O.O.O